Record 1
86
Properties=species:S:1:pos:R:3:mulliken_charge:R:1 method="wB97M-V/def2-TZVPD" de_lowest_kcal_mol=0.0 total_charge=-2 gap_ev=7.12 lumo_energy_ev=4.704 homo_energy_ev=-2.413 energy_ev=-87128.61196
Ca 0.5419 0.4075 0.2414 1.01
O 1.1202 4.2869 -1.3996 -0.70
C 2.3640 3.6172 -1.4728 -0.24
C 3.0849 3.4581 -0.1398 -0.93
N 2.6740 2.3103 0.6824 1.24
C 1.8210 2.7105 1.8055 -0.82
C 0.4111 3.1529 1.3881 0.68
O -0.1405 4.0351 2.0314 -0.81
O -0.0763 2.4984 0.3852 -0.07
C 3.7963 1.5233 1.1863 -0.86
C 3.3963 0.0972 1.6105 0.14
O 4.0662 -0.4479 2.4853 -0.84
O 2.4079 -0.3920 0.9635 -0.70
H 0.4919 3.6969 -0.9459 0.30
H 2.2676 2.6383 -1.9508 -0.05
H 3.0012 4.2370 -2.1100 0.50
H 4.1500 3.3487 -0.3625 0.51
H 2.9640 4.3932 0.4241 0.28
H 1.6868 1.8403 2.4584 -0.26
H 2.2735 3.5063 2.4081 0.37
H 4.5400 1.4226 0.3926 0.54
H 4.2946 1.9984 2.0410 0.27
N 3.4039 0.2033 -1.9347 0.03
C 3.3522 -0.7062 -2.9824 0.48
C 4.5016 -1.4405 -3.2962 -0.65
C 4.5193 -2.3560 -4.3338 -0.48
C 3.3703 -2.5581 -5.0856 -0.77
C 2.2330 -1.8214 -4.7782 -0.93
C 2.1829 -0.8773 -3.7512 0.18
C 0.8950 -0.1333 -3.5292 0.52
C 0.2203 0.2524 -4.6972 -0.43
C -1.0651 0.7741 -4.6549 -1.00
C -1.6961 0.8928 -3.4254 -0.65
C -0.9966 0.5465 -2.2749 0.99
C 0.3277 0.0674 -2.2472 -0.33
H 2.4948 0.3590 -1.5170 -0.47
H 4.0723 -0.0455 -1.2226 0.24
H 5.3896 -1.2833 -2.6913 0.36
H 5.4228 -2.9183 -4.5419 0.36
H 3.3484 -3.2880 -5.8859 0.36
H 1.3241 -2.0040 -5.3402 0.48
H 0.7138 0.1471 -5.6594 0.52
H -1.5641 1.0767 -5.5693 0.33
H -2.7135 1.2656 -3.3574 0.38
H -1.5392 0.6721 -1.3323 -0.30
C 0.9063 -0.0841 4.2203 -1.01
O 0.1120 -0.0505 3.0510 0.16
Si -0.9813 -1.2836 2.6700 -0.40
C -1.9815 -1.6444 4.2318 -1.07
C 0.0728 -2.8207 2.4353 -1.15
C -1.8667 -0.7184 1.2268 1.42
Si -3.0652 0.6046 1.6070 0.03
C -3.4217 1.7862 0.1870 -0.85
C -4.7652 -0.0778 2.1315 -1.25
C -2.5630 1.7315 3.0282 -0.78
Si -2.4960 -2.0703 0.1875 -0.25
C -1.1689 -2.9529 -0.8217 -0.75
C -3.7966 -1.5685 -1.0875 -1.05
C -3.3423 -3.4594 1.1692 -1.12
H 0.4149 0.4653 5.0302 0.23
H 1.8779 0.3673 4.0182 0.27
H 1.0966 -1.1087 4.5579 0.32
H -1.3545 -2.0244 5.0464 0.30
H -2.7349 -2.4057 4.0004 0.30
H -2.5113 -0.7584 4.5895 0.35
H 0.5624 -3.0945 3.3755 0.37
H 0.8570 -2.6415 1.6926 0.24
H -0.5259 -3.6760 2.1092 0.37
H -3.7025 1.2685 -0.7334 0.16
H -2.5335 2.3920 -0.0196 0.04
H -4.2422 2.4597 0.4638 0.50
H -5.2110 -0.7175 1.3628 0.30
H -5.4608 0.7468 2.3315 0.34
H -4.6727 -0.6772 3.0454 0.28
H -1.7964 2.4476 2.7169 0.10
H -2.1752 1.1829 3.8888 0.08
H -3.4421 2.3011 3.3547 0.41
H -0.5096 -2.2316 -1.3152 -0.10
H -1.6334 -3.5644 -1.6045 0.38
H -0.5508 -3.6099 -0.2028 0.29
H -3.3205 -1.0954 -1.9513 0.25
H -4.5417 -0.8763 -0.6924 0.24
H -4.3225 -2.4653 -1.4343 0.42
H -2.6642 -3.8800 1.9205 0.26
H -3.6528 -4.2730 0.5023 0.36
H -4.2274 -3.0870 1.6963 0.28

***

Record 2
11
Properties=species:S:1:pos:R:3:nbo_charge:R:1 method="wB97M-V/def2-TZVPD" de_lowest_kcal_mol=54.9 total_charge=-3 gap_ev=3.20 lumo_energy_ev=6.207 homo_energy_ev=3.009 energy_ev=-40127.52884
In -2.5378 -22.3399 -8.4947 0.83
P -1.1206 -21.5724 -5.4678 2.45
O -0.3897 -22.2861 -4.2848 -1.03
O -0.1707 -21.9631 -6.6308 -0.88
O -1.2057 -20.0746 -5.2134 -1.16
O -2.4908 -22.2697 -5.6966 -1.28
P 0.0350 -21.4764 -10.5906 2.44
O 0.6758 -21.8639 -9.2658 -0.98
O 0.8563 -20.5909 -11.5306 -1.24
O -1.3239 -20.6588 -10.3609 -1.08
O -0.6666 -22.7445 -11.1693 -1.08

***

Record 3
200
Properties=species:S:1:pos:R:3:mulliken_charge:R:1 method="wB97M-V/def2-TZVPD" de_lowest_kcal_mol=71.8 gap_ev=8.07 lumo_energy_ev=0.143 homo_energy_ev=-7.925 energy_ev=-91240.79285
N 25.5495 20.1897 -25.6628 0.06
C 25.6752 20.5465 -24.3771 -0.81
C 26.2055 19.4810 -23.6965 -0.25
C 26.4453 18.4208 -24.5947 -0.27
C 26.0303 18.8910 -25.8279 -0.72
H 25.2588 20.7583 -26.4453 0.18
H 25.4047 21.4996 -23.9473 0.43
H 26.4866 19.4365 -22.6547 0.48
H 26.8569 17.4521 -24.3525 0.49
H 25.9775 18.2858 -26.7208 0.40
N 24.0642 17.1000 -33.7253 0.11
C 23.5816 17.3174 -32.5037 -0.48
C 22.1840 17.3477 -32.7008 -0.48
C 21.9056 16.9818 -33.9895 -0.52
C 23.1018 16.8428 -34.6481 -0.34
H 25.0510 17.1848 -33.9234 0.15
H 24.1827 17.6022 -31.6528 0.39
H 21.4714 17.5759 -31.9220 0.43
H 20.9128 16.8324 -34.3873 0.38
H 23.3776 16.6023 -35.6642 0.36
N 23.2783 13.0828 -20.8372 0.00
C 23.8440 11.7872 -20.6858 -0.67
C 24.6876 11.6708 -21.7563 -0.28
C 24.6880 12.8182 -22.6026 -0.45
C 23.7720 13.6980 -21.9786 -0.43
H 22.5188 13.4638 -20.2911 0.21
H 23.4779 11.0425 -19.9946 0.36
H 25.2922 10.8392 -22.0871 0.37
H 25.2918 13.0398 -23.4702 0.41
H 23.2285 14.5961 -22.2322 0.49
N 32.2080 16.4909 -27.6290 0.05
C 33.1229 17.4570 -27.9624 -0.50
C 32.7243 18.6710 -27.5161 -0.43
C 31.4238 18.4035 -26.9866 -0.19
C 31.1684 17.0918 -27.0476 -0.78
H 32.3044 15.5130 -27.8625 0.20
H 33.9817 17.1346 -28.5324 0.38
H 33.2534 19.6097 -27.4438 0.38
H 30.8789 19.1983 -26.4990 0.43
H 30.3200 16.4900 -26.7572 0.46
N 19.8166 21.4377 -28.1491 0.03
C 20.5492 21.7601 -29.3059 -0.60
C 19.6359 22.2539 -30.2497 -0.32
C 18.3924 22.1880 -29.6585 -0.40
C 18.4460 21.6431 -28.3450 -0.47
H 20.1946 21.0576 -27.2931 0.20
H 21.6257 21.6734 -29.3065 0.44
H 19.8177 22.6629 -31.2326 0.38
H 17.5382 22.5493 -30.2119 0.35
H 17.7909 21.2923 -27.5614 0.38
N 26.9275 17.6993 -17.3555 0.02
C 26.8941 18.8750 -16.6785 -0.32
C 25.8070 19.5886 -17.0625 -0.46
C 25.1733 18.7767 -18.0150 -0.42
C 25.8988 17.6413 -18.2798 -0.62
H 27.6310 16.9796 -17.2704 0.20
H 27.5949 19.0208 -15.8698 0.37
H 25.5040 20.5085 -16.5845 0.42
H 24.2879 19.1516 -18.5068 0.38
H 25.9244 16.8494 -19.0136 0.44
N 30.4895 25.0381 -23.1139 0.01
C 29.4830 24.4707 -23.8504 -0.53
C 28.7931 25.5257 -24.4059 -0.38
C 29.2202 26.7047 -23.8521 -0.40
C 30.2477 26.3760 -22.9668 -0.52
H 31.1911 24.5243 -22.6001 0.20
H 29.4360 23.3918 -23.8674 0.43
H 28.0805 25.4302 -25.2118 0.42
H 28.7964 27.6852 -24.0109 0.39
H 30.8751 27.0255 -22.3744 0.38
N 25.2341 24.3802 -30.9194 0.01
C 25.4690 23.1562 -31.5443 -0.62
C 26.5681 22.5446 -30.9051 -0.28
C 27.0716 23.5190 -29.9786 -0.48
C 26.2529 24.6615 -30.0922 -0.51
H 24.5366 25.0560 -31.1969 0.21
H 24.7668 22.7794 -32.2732 0.38
H 27.0129 21.5830 -31.1145 0.48
H 27.8728 23.3021 -29.2876 0.41
H 26.3883 25.6391 -29.6536 0.39
N 19.7001 17.8438 -24.5323 0.14
C 18.5839 18.4649 -24.0080 -0.54
C 18.9964 19.5191 -23.1978 -0.40
C 20.3658 19.6756 -23.4343 -0.42
C 20.7972 18.5466 -24.2162 -0.61
H 19.6994 16.9760 -25.0489 0.14
H 17.5685 18.1081 -24.0975 0.38
H 18.3594 20.0894 -22.5379 0.39
H 20.9861 20.4257 -22.9662 0.43
H 21.7619 18.2037 -24.5600 0.49
C 28.5154 19.9135 -35.4742 -1.34
C 29.4048 18.8014 -34.8358 -0.37
N 28.7550 17.4760 -34.7977 0.49
C 29.4364 16.5322 -33.9721 -0.56
C 29.1594 16.9926 -32.5092 -1.26
C 28.4943 16.9709 -36.1349 -0.87
C 29.6968 16.4486 -36.8950 -1.17
H 28.4426 19.7541 -36.5501 0.32
H 28.9312 20.8877 -35.2170 0.43
H 27.5350 19.9160 -34.9979 0.27
H 30.3889 18.7710 -35.3033 0.33
H 29.4421 19.1688 -33.8103 0.26
H 30.5124 16.5354 -34.1462 0.32
H 29.0598 15.5110 -34.0308 0.43
H 28.0864 17.1684 -32.4333 0.23
H 29.6155 17.9218 -32.1678 0.32
H 29.3822 16.2569 -31.7364 0.41
H 27.7699 16.1750 -35.9623 0.35
H 27.9045 17.6071 -36.7949 0.46
H 29.4710 16.0826 -37.8966 0.39
H 30.5155 17.1558 -37.0288 0.27
H 30.1437 15.6085 -36.3634 0.29
C 19.2204 26.6912 -22.0019 -1.34
C 20.5923 26.5154 -22.6362 -0.36
N 21.0812 27.7625 -23.2772 -0.01
C 21.0994 28.9551 -22.4035 -0.51
C 21.1444 30.1987 -23.3670 -1.12
C 22.4094 27.4904 -23.6969 -0.57
C 22.3638 26.6441 -24.9694 -1.42
H 18.7916 25.7158 -21.7721 0.39
H 18.4731 27.2008 -22.6101 0.33
H 19.3966 27.2830 -21.1037 0.33
H 21.2856 26.1375 -21.8848 0.33
H 20.5664 25.7360 -23.3978 0.37
H 20.1427 29.0569 -21.8912 0.32
H 21.8655 28.9822 -21.6285 0.32
H 21.7922 30.0493 -24.2308 0.33
H 20.1526 30.3904 -23.7765 0.30
H 21.3719 31.0761 -22.7616 0.36
H 22.9657 27.0750 -22.8566 0.42
H 22.9063 28.4395 -23.8974 0.46
H 21.5017 26.7888 -25.6206 0.37
H 22.3701 25.5694 -24.7875 0.33
H 23.1960 26.9010 -25.6249 0.39
C 32.2622 11.5012 -20.6039 -1.33
C 32.8618 12.7559 -21.1593 -0.40
N 31.7757 13.8020 -21.2044 -0.01
C 32.3525 14.9395 -21.9758 -0.41
C 31.5565 16.2136 -21.8040 -1.36
C 30.5382 13.3790 -21.8281 -0.67
C 30.5610 12.7353 -23.2078 -1.10
H 31.5321 11.6890 -19.8166 0.35
H 33.0821 10.9216 -20.1798 0.39
H 31.7386 10.8803 -21.3308 0.29
H 33.6642 13.0357 -20.4767 0.44
H 33.3490 12.6409 -22.1276 0.37
H 33.3392 15.0749 -21.5328 0.46
H 32.5411 14.7870 -23.0385 0.31
H 30.7068 16.2564 -22.4855 0.29
H 31.2509 16.4199 -20.7783 0.32
H 32.1492 17.0712 -22.1224 0.43
H 29.7578 14.1312 -21.9426 0.39
H 30.1163 12.5689 -21.2333 0.30
H 30.8031 13.5420 -23.8996 0.25
H 29.5576 12.3936 -23.4620 0.39
H 31.3233 11.9731 -23.3690 0.30
C 21.8547 13.9745 -27.9555 -1.23
C 20.9282 12.8772 -27.4973 -0.44
N 19.5283 13.3998 -27.3995 0.47
C 18.8214 13.6354 -28.6466 -0.66
C 17.7757 14.7630 -28.6138 -1.21
C 18.6863 12.5476 -26.5133 -0.64
C 19.1886 12.5644 -25.0124 -1.19
H 22.7950 13.5394 -28.2942 0.37
H 22.0454 14.7240 -27.1873 0.27
H 21.4473 14.6019 -28.7483 0.29
H 20.9925 12.1786 -28.3316 0.27
H 21.2032 12.3692 -26.5729 0.32
H 19.5432 13.9810 -29.3866 0.47
H 18.2828 12.7211 -28.8954 0.31
H 16.7972 14.4928 -28.2169 0.31
H 18.2076 15.5160 -27.9546 0.23
H 17.6405 15.1612 -29.6194 0.39
H 18.7062 11.4973 -26.8040 0.32
H 17.6562 12.8992 -26.5716 0.37
H 18.5389 11.9730 -24.3672 0.38
H 19.1654 13.5929 -24.6521 0.22
H 20.2232 12.2750 -24.8280 0.36
C 26.0743 25.1797 -18.4078 -1.42
C 26.9233 25.5243 -17.2048 -0.44
N 26.3246 26.5833 -16.3864 -0.01
C 26.3000 27.9235 -17.1000 -0.62
C 27.6893 28.5764 -17.3841 -1.05
C 26.9704 26.4325 -15.0455 -0.42
C 26.4437 27.4243 -14.0109 -1.26
H 25.0580 25.0977 -18.0226 0.35
H 26.2883 24.1754 -18.7735 0.43
H 26.1557 25.9806 -19.1427 0.28
H 26.9173 24.5552 -16.7058 0.45
H 27.9277 25.8663 -17.4541 0.33
H 25.6975 28.6190 -16.5157 0.36
H 25.7542 27.9105 -18.0434 0.33
H 28.3046 28.0648 -18.1242 0.31
H 28.3642 28.5111 -16.5306 0.27
H 27.5609 29.6147 -17.6898 0.39
H 26.9026 25.3900 -14.7344 0.36
H 28.0162 26.6134 -15.2937 0.37
H 25.4066 27.1564 -13.8090 0.32
H 27.0330 27.3171 -13.1002 0.39
H 26.4625 28.4551 -14.3647 0.27